ORCA calculation (ωB97M-V/def2-TZVPD) on 2 unconnected molecules or ions with the total composition C21H33N6O7 at a distorted geometry.

Output
max |F|	0.0457	Eh/bohr
total charge	+1
frontier orbital gap	8.44	eV
LUMO level	-3.10	eV
spin multiplicity	1
DFT total energy	-45582.0276	eV
M	481.53	g/mol

Geometry (Å):
O  1.222  7.981  3.204
O  0.511  -8.199  -0.792
O  -4.605  -5.204  4.375
O  0.438  -7.116  2.908
O  -0.973  6.308  -0.712
O  2.683  -7.578  -0.688
O  -3.838  -4.005  2.622
C  1.409  7.264  2.237
C  1.365  -7.408  -0.425
C  -3.834  -5.077  3.446
C  -0.438  -6.475  2.357
C  0.187  5.997  -0.475
C  -0.877  1.270  -2.874
C  0.979  -2.435  -1.959
C  1.272  -3.645  -2.593
C  0.649  -2.428  -0.602
C  1.245  -4.844  -1.874
C  0.635  -3.626  0.120
C  0.934  -4.854  -0.500
N  -0.513  2.106  -3.806
N  1.173  6.166  -1.361
N  -0.349  -6.202  1.010
N  -0.817  1.581  -1.591
N  0.546  6.284  1.956
N  -1.318  0.101  -3.249
C  2.631  7.490  1.367
C  1.012  6.838  -2.651
C  0.959  -6.127  0.341
C  -2.828  -6.184  3.163
C  -1.390  -5.646  3.204
C  -0.491  2.907  -1.024
C  -0.268  2.836  0.492
C  -0.430  4.178  1.228
C  0.555  5.310  0.849
H  2.741  -8.446  -1.117
H  -4.563  -3.453  2.961
H  1.039  -1.508  -2.520
H  1.538  -3.662  -3.647
H  0.445  -1.494  -0.089
H  1.486  -5.760  -2.407
H  0.417  -3.599  1.185
H  -0.220  3.029  -3.539
H  -0.586  1.861  -4.777
H  2.107  5.920  -1.075
H  -1.098  -5.651  0.605
H  -1.126  0.879  -0.939
H  -0.244  6.265  2.586
H  -1.633  -0.569  -2.568
H  -1.389  -0.123  -4.226
H  3.170  6.558  1.221
H  2.322  7.924  0.420
H  3.285  8.198  1.876
H  0.456  6.204  -3.342
H  1.988  7.073  -3.082
H  0.457  7.770  -2.516
H  1.749  -5.993  1.089
H  -3.056  -6.592  2.174
H  -2.945  -6.993  3.891
H  -1.353  -4.619  2.833
H  -1.038  -5.632  4.240
H  -1.326  3.584  -1.223
H  0.408  3.312  -1.491
H  -0.996  2.145  0.921
H  0.729  2.438  0.688
H  -1.458  4.529  1.111
H  -0.296  3.957  2.289
H  1.554  4.885  0.764

Atom charges from the natural (NBO) analysis, given in e for atoms 1 to 2: O -0.60; O -0.57

---

ORCA calculation (ωB97M-V/def2-TZVPD) on a molecular structure, C21H33O11PdS3 at a distorted geometry.

Output
max |F|	0.0494	Eh/bohr
total charge	-1
frontier orbital gap (spin up / spin down)	6.57 / 6.54	eV
LUMO level (spin up / spin down)	2.22 / 2.22	eV
spin multiplicity	3
relative energy (zero: lowest compared OMol25 entry of this formula, charge and spin)	0.0	kcal/mol
DFT total energy	-80818.8180	eV
M	664.11	g/mol
expectation value of S²	2.00

Geometry (Å):
Pd  -4.112  21.495  20.197
C  -4.190  20.896  16.120
C  -5.344  20.588  17.058
C  -5.925  19.190  16.729
O  -5.028  20.729  18.377
H  -4.358  20.558  15.090
H  -3.263  20.414  16.448
H  -3.938  21.959  16.056
H  -6.207  21.248  16.802
H  -5.249  18.331  16.750
H  -6.391  19.237  15.738
H  -6.715  18.962  17.454
C  -0.085  22.794  19.324
C  0.479  24.089  19.094
C  -0.503  25.308  19.069
O  -0.037  26.413  18.818
C  -1.904  25.071  19.309
C  -2.374  23.790  19.473
C  -1.447  22.597  19.480
O  -1.938  21.418  19.567
O  -3.640  23.600  19.681
O  1.668  24.302  18.891
H  0.619  21.971  19.332
H  -2.557  25.918  19.155
C  -8.393  23.975  18.960
C  -7.615  22.862  18.244
C  -7.913  21.576  19.018
S  -7.604  22.112  20.694
O  -6.168  22.084  20.861
O  -8.443  21.446  21.658
C  -8.089  23.820  20.472
H  -9.460  23.823  18.793
H  -8.083  24.963  18.628
H  -6.537  23.041  18.319
H  -7.867  22.783  17.187
H  -7.206  20.759  18.858
H  -8.966  21.322  18.895
H  -7.366  24.530  20.860
H  -9.022  23.929  21.028
C  -1.796  17.258  19.126
C  -1.236  17.632  20.512
C  -2.376  17.482  21.503
S  -3.854  18.060  20.638
O  -4.103  19.446  20.948
O  -4.902  17.082  20.801
C  -3.104  18.028  18.976
H  -1.971  16.183  19.059
H  -1.101  17.572  18.350
H  -0.805  18.631  20.550
H  -0.479  16.894  20.786
H  -2.313  18.063  22.424
H  -2.577  16.448  21.779
H  -2.870  19.065  18.723
H  -3.904  17.705  18.317
C  -1.260  24.725  23.194
C  -0.308  23.567  22.781
C  -0.854  22.216  23.284
S  -2.623  22.403  23.456
O  -3.094  21.775  24.663
O  -3.245  22.094  22.192
C  -2.630  24.192  23.593
H  -1.299  25.445  22.379
H  -0.833  25.283  24.030
H  0.668  23.692  23.244
H  -0.204  23.559  21.698
H  -0.462  22.081  24.294
H  -0.666  21.327  22.689
H  -2.973  24.444  24.597
H  -3.444  24.514  22.941

Atom charges from the natural (NBO) analysis, given in e for atoms 1 to 2: Pd 1.41; C -0.63

---

ORCA calculation (ωB97M-V/def2-TZVPD) on a molecular structure, C21H34As3F3N2O2Pd.

Output
max |F|	0.0095	Eh/bohr
total charge	+2
frontier orbital gap (spin up / spin down)	7.68 / 5.89	eV
LUMO level (spin up / spin down)	-5.14 / -8.37	eV
spin multiplicity	5
relative energy (zero: lowest compared OMol25 entry of this formula, charge and spin)	0.0	kcal/mol
DFT total energy	-223532.8928	eV
M	734.70	g/mol
expectation value of S²	6.04

Geometry (Å):
Pd  0.002  0.404  0.954
N  -0.924  -0.066  -1.257
N  -1.265  -1.430  -1.055
C  -0.341  -2.163  -0.258
O  -0.633  -3.317  0.029
O  0.707  -1.516  0.116
H  -1.752  0.411  -1.593
H  -0.180  0.040  -1.944
H  -1.532  -1.932  -1.894
C  3.302  -0.902  1.874
As  1.590  -0.522  2.683
C  2.097  0.332  4.350
C  1.041  -2.350  3.093
C  -0.298  -2.672  3.792
C  -0.363  -2.039  5.177
C  -1.537  -2.331  2.953
As  -1.874  -0.512  2.301
C  -3.545  -0.834  1.383
C  -2.446  0.552  3.813
C  -0.218  -4.228  3.910
As  -1.817  -5.244  4.291
C  -2.901  -4.671  5.770
C  -2.900  -5.515  2.728
H  3.938  -1.406  2.601
H  3.771  0.034  1.573
H  3.137  -1.527  1.001
H  2.681  -0.350  4.968
H  1.229  0.678  4.905
H  2.714  1.194  4.100
H  1.855  -2.777  3.687
H  1.055  -2.826  2.109
H  -0.340  -0.951  5.109
H  0.484  -2.344  5.794
H  -1.282  -2.301  5.707
H  -2.446  -2.587  3.513
H  -1.524  -2.913  2.028
H  -4.274  -1.232  2.089
H  -3.371  -1.532  0.569
H  -3.916  0.109  0.983
H  -3.186  0.008  4.400
H  -2.899  1.461  3.422
H  -1.603  0.828  4.442
H  0.526  -4.510  4.657
H  0.098  -4.649  2.951
H  -2.291  -4.524  6.658
H  -3.663  -5.424  5.959
H  -3.379  -3.733  5.480
H  -2.258  -5.555  1.850
H  -3.583  -4.666  2.655
H  -3.470  -6.436  2.825
F  -0.354  9.431  3.783
C  -1.284  9.029  2.911
F  -1.152  9.755  1.797
F  -2.485  9.275  3.434
C  -1.099  7.558  2.592
C  -2.175  6.675  2.682
C  -1.980  5.349  2.386
C  -0.697  4.891  1.988
C  0.381  5.815  1.895
C  0.175  7.134  2.196
C  -0.489  3.555  1.691
C  -0.301  2.353  1.415
H  -3.146  7.038  2.987
H  -2.792  4.638  2.448
H  1.352  5.454  1.586
H  0.984  7.850  2.137

Atom charges from the natural (NBO) analysis, given in e for atoms 1 to 2: Pd 0.73; N -0.67

---

ORCA calculation (ωB97M-V/def2-TZVPD) on a molecular structure, C21H34AsN6O9PSTi at a distorted geometry.

Output
max |F|	0.0714	Eh/bohr
frontier orbital gap (spin up / spin down)	5.91 / 9.03	eV
LUMO level (spin up / spin down)	0.34 / 0.15	eV
spin multiplicity	3
relative energy (zero: lowest compared OMol25 entry of this formula, charge and spin)	0.0	kcal/mol
DFT total energy	-153779.2886	eV
M	700.37	g/mol
expectation value of S²	2.01

Geometry (Å):
Ti  0.098  1.466  -0.743
N  1.540  0.618  0.846
C  1.502  1.451  1.994
C  2.624  1.367  3.026
C  2.930  -0.041  3.466
C  1.931  -0.805  4.378
N  0.758  -1.335  3.704
C  0.981  -2.111  2.655
N  2.130  -2.773  2.449
N  0.052  -2.279  1.706
C  1.304  2.927  1.511
O  1.502  3.836  2.225
O  0.648  3.001  0.324
H  1.206  -0.332  1.147
H  2.378  0.552  0.328
H  0.538  1.236  2.442
H  2.379  2.094  3.875
H  3.551  1.774  2.632
H  3.883  -0.108  4.014
H  3.125  -0.571  2.529
H  1.592  -0.139  5.168
H  2.423  -1.617  4.900
H  -0.237  -1.166  3.943
H  2.952  -2.618  3.056
H  2.281  -3.105  1.495
H  -0.724  -1.618  1.634
H  0.188  -2.864  0.865
O  1.322  1.447  -4.863
As  0.627  0.504  -3.557
O  -0.986  0.618  -3.852
O  1.242  1.268  -2.228
C  1.438  -1.214  -3.906
C  1.866  -1.468  -5.211
C  2.244  -2.773  -5.598
C  2.224  -3.794  -4.657
C  1.860  -3.486  -3.319
C  1.469  -2.192  -2.929
S  0.856  -2.035  -1.250
O  0.190  -3.266  -0.889
O  2.009  -1.810  -0.388
O  -0.113  -0.877  -1.336
H  1.058  2.338  -4.978
H  1.869  -0.663  -5.941
H  2.552  -2.976  -6.630
H  2.590  -4.804  -4.948
H  1.867  -4.239  -2.546
C  -3.321  2.292  -2.524
P  -1.775  3.006  -1.790
C  -1.405  4.146  -3.129
C  -2.306  3.997  -0.356
H  -3.849  3.184  -2.878
H  -3.904  1.653  -1.828
H  -3.036  1.697  -3.396
H  -2.279  4.794  -3.272
H  -1.123  3.575  -4.016
H  -0.516  4.706  -2.717
H  -3.091  4.649  -0.660
H  -1.435  4.608  0.004
H  -2.643  3.306  0.433
N  -3.448  -3.044  3.212
C  -2.699  -1.937  3.177
O  -1.871  -1.808  4.126
C  -2.820  -0.910  2.186
C  -2.224  0.328  2.619
C  -1.708  1.152  1.680
N  -1.666  0.852  0.376
C  -2.407  -0.175  -0.069
C  -3.101  -1.023  0.809
H  -3.173  -3.809  3.812
H  -4.282  -3.263  2.719
H  -2.153  0.641  3.648
H  -1.321  2.156  2.026
H  -2.482  -0.334  -1.138
H  -3.682  -1.852  0.404

Atom charges from the Mulliken analysis, given in e for atoms 1 to 2: Ti 0.68; N 0.87

---

The highest M belongs to which entry?
C21H34As3F3N2O2Pd

---

What is the formula in the fourth record?
C21H34AsN6O9PSTi